C42H92F8N12O10PS2 | wB97M-V/def2-TZVPD

Computed properties:
- net charge = +5
- largest force on an atom (eV/A) = 14.3
- relative energy (zero: lowest compared OMol25 entry of this formula, charge and spin) (kcal per mole) = 173.9
- electronic energy (hartree) = -4999.83802
- HOMO-LUMO gap (eV) = 5.419
- HOMO energy (eV) = -12.321

Bonds (Å) are listed after each position.
Positions of all 167 atoms, in Å:
1 P -1.6275 0.0598 0.0344  F2 1.623, F3 1.574, F4 1.644, F5 1.570, F6 1.653, F7 1.632
2 F -2.6567 0.3829 1.2465  P1 1.623
3 F -2.8400 -0.3552 -0.8790  P1 1.574
4 F -1.6841 1.6204 -0.4781  P1 1.644
5 F -0.5303 -0.2443 -1.0465  P1 1.570
6 F -0.4258 0.6046 1.0294  P1 1.653
7 F -1.3870 -1.5085 0.4167  P1 1.632
8 C 0.1462 8.0957 4.4924  C9 1.524, H16 1.090, H17 1.090, H18 1.090
9 C 0.3199 7.4680 5.8699  C8 1.524, N10 1.480, H19 1.090, H20 1.090
10 N 0.4943 8.5583 6.8555  C9 1.480, C11 1.334, C14 1.378
11 C 1.3849 9.5497 6.7891  N10 1.334, C12 1.388, H21 1.080
12 C 1.4332 10.1758 8.0269  C11 1.388, N13 1.374, H22 1.080
13 N 0.4304 9.6755 8.8217  C12 1.374, C14 1.375, C15 1.434
14 C -0.0278 8.5788 8.1301  N10 1.378, N13 1.375, H23 1.080
15 C -0.2569 10.3566 9.8798  N13 1.434, H24 1.090, H25 1.090, H26 1.090
16 H 1.0326 8.7005 4.3011  C8 1.090
17 H -0.7192 8.7576 4.5259  C8 1.090
18 H 0.0972 7.4345 3.6273  C8 1.090
19 H 1.1290 6.7441 5.9663  C9 1.090
20 H -0.5929 6.9916 6.2277  C9 1.090
21 H 2.0686 9.5806 5.9537  C11 1.080
22 H 1.8650 11.1426 8.2396  C12 1.080
23 H -0.7436 7.8326 8.4421  C14 1.080
24 H -0.0101 11.4161 9.9479  C15 1.090
25 H 0.0490 10.0574 10.8823  C15 1.090
26 H -1.3167 10.1029 9.8546  C15 1.090
27 C 3.9191 -12.2813 -6.2017  C28 1.517, H35 1.090, H36 1.090, H37 1.090
28 C 2.5075 -12.3453 -5.6496  C27 1.517, N29 1.420, H38 1.090, H39 1.090
29 N 2.3383 -11.3805 -4.6212  C28 1.420, C30 1.394, C33 1.406
30 C 2.5122 -11.5837 -3.2536  N29 1.394, C31 1.384, H40 1.080
31 C 2.2630 -10.3311 -2.7214  C30 1.384, N32 1.411, H41 1.080
32 N 1.9198 -9.4166 -3.7392  C31 1.411, C33 1.393, C34 1.503
33 C 2.1325 -10.0342 -4.9702  N29 1.406, N32 1.393, H42 1.080
34 C 1.5432 -8.0046 -3.3897  N32 1.503, H43 1.090, H44 1.090, H45 1.090
35 H 4.0617 -11.2588 -6.5514  C27 1.090
36 H 4.1533 -12.9812 -7.0038  C27 1.090
37 H 4.7395 -12.2949 -5.4842  C27 1.090
38 H 2.3291 -13.4018 -5.4493  C28 1.090
39 H 1.8327 -12.1114 -6.4731  C28 1.090
40 H 2.9313 -12.4594 -2.7803  C30 1.080
41 H 2.2751 -9.9604 -1.7071  C31 1.080
42 H 1.9984 -9.5844 -5.9429  C33 1.080
43 H 2.2663 -7.4682 -2.7753  C34 1.090
44 H 0.6277 -7.9440 -2.8012  C34 1.090
45 H 1.2992 -7.3872 -4.2542  C34 1.090
46 C -1.2984 0.0192 -9.5314  C47 1.568, H54 1.090, H55 1.090, H56 1.090
47 C -2.0275 -0.8477 -10.6161  C46 1.568, N48 1.405, H57 1.090, H58 1.090
48 N -1.5336 -0.7016 -11.9231  C47 1.405, C49 1.409, C52 1.347
49 C -1.5461 0.5520 -12.5669  N48 1.409, C50 1.378, H59 1.080
50 C -0.5194 0.4231 -13.4774  C49 1.378, N51 1.378, H60 1.080
51 N 0.0860 -0.8148 -13.5036  C50 1.378, C52 1.367, C53 1.445
52 C -0.6235 -1.4790 -12.5417  N48 1.347, N51 1.367, H61 1.080
53 C 1.0654 -1.3516 -14.4200  N51 1.445, H62 1.090, H63 1.090, H64 1.090
54 H -0.2375 -0.2202 -9.4580  C46 1.090
55 H -1.6570 -0.2234 -8.5311  C46 1.090
56 H -1.4355 1.0601 -9.8242  C46 1.090
57 H -3.0582 -0.5080 -10.7188  C47 1.090
58 H -1.9355 -1.9090 -10.3852  C47 1.090
59 H -2.1680 1.3569 -12.2040  C49 1.080
60 H -0.0952 1.1808 -14.1196  C50 1.080
61 H -0.4512 -2.5060 -12.2552  C52 1.080
62 H 0.9116 -0.9718 -15.4300  C53 1.090
63 H 0.9112 -2.4079 -14.6403  C53 1.090
64 H 2.0613 -1.3175 -13.9781  C53 1.090
65 C -11.7817 -0.5694 5.6137  C66 1.598, H73 1.090, H74 1.090, H75 1.090
66 C -10.6086 -1.2398 4.7603  C65 1.598, N67 1.450, H76 1.090, H77 1.090
67 N -9.5105 -1.8037 5.5213  C66 1.450, C68 1.377, C71 1.376
68 C -9.5363 -2.9290 6.3138  N67 1.377, C69 1.339, H78 1.080
69 C -8.2820 -3.1275 6.7376  C68 1.339, N70 1.394, H79 1.080
70 N -7.5082 -2.0087 6.4318  C69 1.394, C71 1.335, C72 1.410
71 C -8.2294 -1.3038 5.5576  N67 1.376, N70 1.335, H80 1.080
72 C -6.1651 -1.7778 6.7940  N70 1.410, H81 1.090, H82 1.090, H83 1.090
73 H -12.3878 -1.3139 6.1300  C65 1.090
74 H -12.4914 0.0846 5.1071  C65 1.090
75 H -11.3841 0.1905 6.2864  C65 1.090
76 H -10.1871 -0.4909 4.0898  C66 1.090
77 H -10.9820 -2.0113 4.0869  C66 1.090
78 H -10.4377 -3.5234 6.3366  C68 1.080
79 H -7.9159 -3.9534 7.3295  C69 1.080
80 H -7.9368 -0.5209 4.8737  C71 1.080
81 H -5.6710 -1.1291 6.0707  C72 1.090
82 H -5.7232 -2.7511 7.0073  C72 1.090
83 H -6.1094 -1.1404 7.6764  C72 1.090
84 C 6.2571 -1.6995 5.7687  O85 1.381, H95 1.090, H96 1.090, H97 1.090
85 O 5.8206 -2.8828 5.2060  C84 1.381, C86 1.420
86 C 4.4019 -2.9410 5.1662  O85 1.420, C87 1.487, H98 1.090, H99 1.090
87 C 3.9618 -4.1410 4.4069  C86 1.487, N88 1.529, H100 1.090, H101 1.090
88 N 4.5267 -5.3927 5.0795  C87 1.529, H89 1.010, H90 1.010, C91 1.556
89 H 4.4405 -5.3589 6.0852  N88 1.010
90 H 4.0138 -6.1688 4.6861  N88 1.010
91 C 6.0369 -5.6974 4.8595  N88 1.556, C92 1.548, H102 1.090, H103 1.090
92 C 6.3985 -5.6674 3.3542  C91 1.548, O93 1.418, H104 1.090, H105 1.090
93 O 7.7176 -6.1162 3.0931  C92 1.418, C94 1.437
94 C 8.1721 -5.8701 1.7518  O93 1.437, H106 1.090, H107 1.090, H108 1.090
95 H 5.9903 -1.5316 6.8121  C84 1.090
96 H 5.8590 -0.7738 5.3532  C84 1.090
97 H 7.3255 -1.6595 5.5564  C84 1.090
98 H 3.9828 -1.9964 4.8194  C86 1.090
99 H 3.9330 -3.0821 6.1400  C86 1.090
100 H 4.2351 -4.1934 3.3530  C87 1.090
101 H 2.8722 -4.1604 4.4288  C87 1.090
102 H 6.0853 -6.6905 5.3062  C91 1.090
103 H 6.6834 -5.0469 5.4484  C91 1.090
104 H 6.2861 -4.6662 2.9382  C92 1.090
105 H 5.7039 -6.3093 2.8124  C92 1.090
106 H 7.3486 -6.2872 1.1722  C94 1.090
107 H 9.0044 -6.3992 1.2875  C94 1.090
108 H 8.3392 -4.8064 1.5824  C94 1.090
109 C 12.4190 0.9859 5.5012  O110 1.497, H120 1.090, H121 1.090, H122 1.090
110 O 11.7366 1.6234 4.3308  C109 1.497, C111 1.416
111 C 12.1424 2.9629 4.1168  O110 1.416, C112 1.528, H123 1.090, H124 1.090
112 C 11.3187 3.5507 2.9724  C111 1.528, N113 1.531, H125 1.090, H126 1.090
113 N 11.3852 2.8121 1.6327  C112 1.531, H114 1.010, H115 1.010, C116 1.570
114 H 11.1709 3.4146 0.8509  N113 1.010
115 H 12.3255 2.4732 1.4878  N113 1.010
116 C 10.4160 1.5782 1.6856  N113 1.570, C117 1.551, H127 1.090, H128 1.090
117 C 8.9497 2.0829 1.6808  C116 1.551, O118 1.394, H129 1.090, H130 1.090
118 O 8.6167 2.8134 0.5418  C117 1.394, C119 1.432
119 C 7.2841 3.3320 0.4743  O118 1.432, H131 1.090, H132 1.090, H133 1.090
120 H 13.4933 0.8868 5.3455  C109 1.090
121 H 12.0393 0.0005 5.7714  C109 1.090
122 H 12.3888 1.5511 6.4327  C109 1.090
123 H 13.2097 3.1042 3.9462  C111 1.090
124 H 11.8648 3.5543 4.9893  C111 1.090
125 H 11.7690 4.5367 2.8581  C112 1.090
126 H 10.2675 3.6517 3.2423  C112 1.090
127 H 10.7056 0.8772 2.4684  C116 1.090
128 H 10.6500 0.9915 0.7972  C116 1.090
129 H 8.6165 2.5410 2.6121  C117 1.090
130 H 8.2237 1.2895 1.5029  C117 1.090
131 H 6.4505 2.6718 0.7139  C119 1.090
132 H 7.1242 3.6955 -0.5408  C119 1.090
133 H 7.3421 4.1623 1.1781  C119 1.090
134 C -8.2062 9.9475 -2.1542  O135 1.455, H145 1.090, H146 1.090, H147 1.090
135 O -7.9076 8.5433 -1.9150  C134 1.455, C136 1.454
136 C -6.5036 8.1651 -1.9181  O135 1.454, C137 1.564, H148 1.090, H149 1.090
137 C -6.2078 6.6585 -2.2174  C136 1.564, N138 1.486, H150 1.090, H151 1.090
138 N -6.9516 6.1829 -3.4128  C137 1.486, H139 1.010, H140 1.010, C141 1.564
139 H -7.8516 6.6408 -3.4328  N138 1.010
140 H -6.3746 6.5636 -4.1492  N138 1.010
141 C -7.2084 4.6680 -3.7067  N138 1.564, C142 1.517, H152 1.090, H153 1.090
142 C -7.8883 4.4890 -5.0514  C141 1.517, O143 1.395, H154 1.090, H155 1.090
143 O -9.1080 5.1637 -4.9908  C142 1.395, C144 1.355
144 C -9.7345 5.3557 -6.1766  O143 1.355, H156 1.090, H157 1.090, H158 1.090
145 H -7.9943 10.4796 -3.0816  C134 1.090
146 H -7.6226 10.3825 -1.3428  C134 1.090
147 H -9.1965 10.2100 -1.7820  C134 1.090
148 H -5.9820 8.4543 -1.0057  C136 1.090
149 H -5.9995 8.8648 -2.5847  C136 1.090
150 H -6.2533 5.9101 -1.4264  C137 1.090
151 H -5.2068 6.8353 -2.6110  C137 1.090
152 H -7.8475 4.2913 -2.9082  C141 1.090
153 H -6.2679 4.1186 -3.7469  C141 1.090
154 H -8.2043 3.4480 -4.9829  C142 1.090
155 H -7.2788 4.6824 -5.9341  C142 1.090
156 H -9.1455 5.8265 -6.9637  C144 1.090
157 H -10.6841 5.8905 -6.1964  C144 1.090
158 H -10.0432 4.3830 -6.5594  C144 1.090
159 N -8.8787 -5.4313 -1.7134  S160 1.395, S164 1.626
160 S -8.6970 -4.1460 -2.2257  N159 1.395, O161 1.467, O162 1.434, F163 1.604, S164 2.303
161 O -8.0568 -4.1191 -3.5458  S160 1.467
162 O -8.5170 -3.0691 -1.2964  S160 1.434
163 F -10.2495 -4.0047 -2.6045  S160 1.604
164 S -7.3277 -5.8023 -1.3967  N159 1.626, S160 2.303, O165 1.455, O166 1.417, F167 1.615
165 O -7.0568 -5.8820 0.0311  S164 1.455
166 O -6.2975 -5.4904 -2.3180  S164 1.417
167 F -7.4389 -7.3789 -1.7268  S164 1.615